1.
Entry from OMol25: C3H5NO in the gas phase in a non-equilibrium geometry (the ωB97M-V functional and the def2-TZVPD basis).

For the energy above the lowest of the compared OMol25 structures with the same formula, charge and spin, the calculation gives 38.4 kcal per mole. The frontier orbital gap comes out at 10.92 eV. The highest occupied orbital energy is -9.92 eV. Its largest force on an atom is 1.191 eV/A. The SMILES is O=CN1CC1.

```
10
Properties=species:S:1:pos:R:3:lowdin_charge:R:1
O 1.403 -1.512 0.240 0.03
C 1.468 -0.371 -0.158 -0.32
N 0.328 0.331 -0.526 -0.04
C -0.907 -0.422 -0.168 -0.12
C -0.688 0.951 0.303 -0.12
H 2.436 0.099 -0.396 0.13
H -0.870 -1.220 0.577 0.11
H -1.467 -0.663 -1.061 0.11
H -1.225 1.761 -0.175 0.10
H -0.478 1.075 1.363 0.12
```

=====

2.
Entry from OMol25: 2 unconnected molecules or ions with the total composition C4H13N3 in a non-equilibrium geometry (the ωB97M-V functional and the def2-TZVPD basis).

For the energy above the lowest of the compared OMol25 structures with the same formula, charge and spin, the calculation gives 148.9 kcal per mole. The frontier orbital gap comes out at 5.24 eV. The highest occupied orbital energy is -7.82 eV. Its largest force on an atom is 4.451 eV/A.

```
20
Properties=species:S:1:pos:R:3:lowdin_charge:R:1
N 3.534 -1.922 0.892 0.00
C -2.561 1.566 0.590 -0.10
C -2.532 0.446 -0.455 -0.35
N -1.487 -0.531 -0.528 0.05
C -0.268 0.132 -0.888 -0.24
C 0.837 -0.313 0.145 -0.31
N 2.101 0.249 -0.150 0.03
H -2.442 1.122 1.596 0.08
H 4.535 -2.013 0.760 0.01
H -3.597 1.915 0.666 0.07
H -1.812 2.349 0.443 0.07
H -2.779 0.852 -1.498 0.13
H -3.481 -0.096 -0.277 0.10
H 3.171 -2.255 0.000 0.00
H -0.372 1.226 -0.773 0.10
H 0.068 -0.127 -1.909 0.14
H 0.815 -1.400 0.104 0.11
H 0.512 0.227 1.033 0.12
H 3.149 -0.957 0.913 -0.02
H 2.610 -0.470 -0.663 0.00
```

=====

3.
Entry from OMol25: C6H6 in the gas phase in a non-equilibrium geometry (the ωB97M-V functional and the def2-TZVPD basis).

For the energy above the lowest of the compared OMol25 structures with the same formula, charge and spin, the calculation gives 140.4 kcal per mole. The frontier orbital gap comes out at 8.02 eV. The highest occupied orbital energy is -9.64 eV. Its largest force on an atom is 4.189 eV/A.

```
12
Properties=species:S:1:pos:R:3:lowdin_charge:R:1
C -2.554 -0.150 -0.849 -0.24
C -3.534 -0.629 -1.467 0.06
C -1.646 0.679 -0.349 -0.09
C -0.217 0.592 -0.053 -0.13
C 0.507 -0.488 0.144 -0.11
C 1.936 -0.420 0.521 -0.10
H -1.784 1.789 -0.260 0.13
H 0.115 1.524 0.231 0.08
H 0.114 -1.635 0.198 0.18
H 2.479 -1.322 0.375 0.06
H 2.109 -0.278 1.562 0.08
H 2.476 0.338 -0.053 0.09
```